DFT (wB97M-V/def2-TZVPD) results for a cluster of 3 separate species, C29H49BrN2O11P3 in total at a distorted geometry.

Last column: Mulliken charge in e.
CARTESIAN COORDINATES (ANGSTROEM)
C1 -4.22239 8.65865 -2.97117  0.016
C2 -4.26665 8.34927 -1.80712  -0.284
C3 -4.29687 7.91296 -0.35926  -1.212
C4 -4.55058 6.38881 -0.21743  0.860
C5 -3.40776 5.54351 -0.00478  0.533
C6 -1.93580 5.99397 0.06540  -1.674
O1 -1.60746 6.55752 -1.21976  -0.403
C7 -1.31555 5.52357 -2.11101  0.097
C8 0.01959 5.07679 -2.25919  -0.149
C9 0.36818 4.04289 -3.17017  -0.698
C10 -0.65799 3.45186 -3.93995  -0.358
C11 -2.00292 3.87169 -3.84513  -0.868
C12 -2.30590 4.89611 -2.91731  0.215
C13 -3.76313 4.15801 0.09843  0.862
C14 -2.74656 3.03446 0.29165  -1.163
C15 -2.00852 3.19668 1.68216  -0.064
C16 -2.85795 2.42325 2.74396  -1.135
Br1 -0.17680 2.55065 1.53106  -0.044
C17 -5.17310 3.84676 0.02087  0.282
O2 -5.50210 2.51319 0.16424  -0.421
N1 -6.19897 4.64160 -0.17126  -1.138
N2 -5.78817 5.90109 -0.29880  0.924
P1 -7.15571 7.03083 -0.63108  0.266
O3 -7.24047 7.36185 -2.05922  -0.510
H1 -3.90536 8.66748 -4.01258  0.387
H2 -4.95709 8.53811 0.26794  0.715
H3 -3.26642 8.11139 0.00609  0.213
H4 -1.24197 5.17723 0.32833  0.402
H5 -1.87919 6.84635 0.77485  0.578
H6 0.85625 5.50969 -1.68126  0.405
H7 1.41314 3.70881 -3.26212  0.414
H8 -0.40490 2.64420 -4.64199  0.381
H9 -2.83608 3.46571 -4.43269  0.436
H10 -3.35321 5.23615 -2.80457  0.451
H11 -3.17257 2.02590 0.16045  0.451
H12 -1.98622 3.17174 -0.51432  0.051
H13 -2.05209 4.27009 1.94143  0.635
H14 -3.88779 2.83605 2.76746  0.250
H15 -2.34200 2.49985 3.72051  0.423
H16 -2.92727 1.36855 2.39747  0.210
H17 -6.16797 2.51897 0.87608  0.375
H18 -8.36202 6.34499 -0.30477  0.161
H19 -7.09235 8.15589 0.22635  0.135
O4 -2.12621 -4.42838 1.69142  -0.798
P2 -1.21616 -3.25333 1.46172  1.177
O5 -1.56039 -2.97290 -0.13421  -0.301
C18 -2.90914 -2.68691 -0.49142  -0.748
C19 -3.28040 -1.24404 -0.18000  -0.515
O6 0.19155 -4.10353 1.35055  -0.363
C20 0.32922 -5.37669 1.99047  -0.536
C21 0.06547 -6.49937 1.00614  -0.989
O7 -0.32152 -1.86245 1.59085  -0.387
C22 0.68903 -1.52339 0.63224  0.031
C23 0.20056 -0.49507 -0.36761  -0.829
H20 -3.59351 -3.36965 0.01697  0.375
H21 -3.00831 -2.87170 -1.56216  0.298
H22 -2.99009 -0.96847 0.83784  0.036
H23 -4.35476 -1.08984 -0.29802  0.507
H24 -2.76563 -0.56086 -0.85931  0.150
H25 -0.32103 -5.44525 2.86275  0.491
H26 1.35516 -5.45045 2.35760  0.371
H27 -0.82754 -6.32401 0.40408  0.300
H28 -0.05293 -7.45225 1.52548  0.361
H29 0.89506 -6.59135 0.30273  0.222
H30 1.08474 -2.39607 0.11530  0.128
H31 1.51437 -1.09601 1.20692  0.517
H32 -0.39750 -0.96233 -1.14980  0.235
H33 1.04475 -0.01011 -0.86362  0.480
H34 -0.41709 0.26199 0.11326  -0.167
O8 7.60721 -5.57658 2.20378  -0.782
P3 6.35643 -5.01177 1.58882  1.149
O9 6.13826 -6.12065 0.38285  -0.340
C24 5.98465 -7.49214 0.74737  -0.482
C25 4.57900 -7.78864 1.24559  -0.860
O10 7.07899 -3.77047 0.77002  -0.400
C26 8.32172 -3.22849 1.22632  -0.387
C27 9.48648 -3.84377 0.47425  -1.047
O11 4.88804 -4.29491 1.30370  -0.368
C28 4.47316 -3.92677 -0.01682  -0.033
C29 3.50567 -4.92995 -0.61150  -0.977
H35 6.71946 -7.77137 1.50557  0.373
H36 6.19710 -8.08976 -0.14041  0.306
H37 4.25934 -7.06057 1.99564  0.198
H38 4.52794 -8.78919 1.67742  0.440
H39 3.86237 -7.74080 0.42398  0.201
H40 8.42775 -3.35740 2.30373  0.336
H41 8.29580 -2.15286 1.03981  0.357
H42 9.39826 -4.92846 0.39799  0.276
H43 10.43334 -3.60795 0.96381  0.356
H44 9.52358 -3.46395 -0.54841  0.295
H45 5.31417 -3.76752 -0.68914  0.252
H46 3.96512 -2.96432 0.08666  0.364
H47 4.03376 -5.79530 -1.01002  0.352
H48 2.95547 -4.48636 -1.44459  0.448
H49 2.79791 -5.29074 0.13564  -0.082

Calculated values
* energy: -154268.5697 eV
* charge: +1


DFT (wB97M-V/def2-TZVPD) results for a structure of composition C29H50BrHgN8OPSSi at a distorted geometry.

Last column: Mulliken spin population.
CARTESIAN COORDINATES (ANGSTROEM)
Hg1 -0.08348 -2.41460 2.18645  0.426
N1 4.04722 -1.21990 -0.72575  -0.001
C1 2.74582 -1.56480 -0.56945  0.010
O1 2.26822 -1.78680 0.53495  0.053
C2 1.98802 -1.66060 -1.81695  0.001
C3 0.61242 -1.62520 -1.79225  -0.012
N2 -0.54348 -1.56300 -1.77845  0.010
C4 2.65042 -1.81720 -3.02485  0.001
N3 3.24002 -1.99390 -4.00205  0.000
H1 4.64102 -1.20520 0.08465  -0.001
H2 4.46572 -1.15280 -1.63725  0.000
C5 0.78642 4.90930 -1.36925  0.001
C6 0.31742 3.48100 -1.08455  0.004
C7 1.38942 2.50810 -1.59315  0.002
C8 -0.93478 3.22040 -1.93075  0.001
Si1 -0.03748 3.23240 0.82775  -0.004
Br1 -0.26448 0.96350 0.92185  0.055
C9 1.41712 3.63370 2.05695  0.003
C10 2.77582 3.28890 1.43765  0.001
C11 1.31292 2.82450 3.35565  -0.006
C12 1.41332 5.12520 2.40135  0.000
C13 -1.82198 3.79020 1.43115  0.000
C14 -2.92998 2.88880 0.86525  0.003
C15 -2.09878 5.23510 1.00965  0.001
C16 -1.95988 3.70900 2.95675  0.001
H3 0.90552 5.05480 -2.44315  0.000
H4 1.75052 5.11170 -0.91065  0.000
H5 0.06912 5.64520 -1.01315  0.000
H6 1.55962 2.68730 -2.65435  0.000
H7 1.07192 1.47280 -1.48555  -0.001
H8 2.33702 2.63050 -1.07865  0.000
H9 -0.67948 3.29240 -2.98825  0.000
H10 -1.71778 3.94800 -1.73135  0.000
H11 -1.32188 2.21780 -1.75445  0.000
H12 2.82002 2.24280 1.13925  -0.001
H13 3.56442 3.45250 2.17145  0.000
H14 3.00022 3.91610 0.57835  0.000
H15 1.39332 1.75620 3.16885  0.006
H16 0.38802 3.00630 3.89255  0.000
H17 2.13592 3.09570 4.01505  0.000
H18 1.46432 5.73950 1.50515  0.000
H19 2.27372 5.37160 3.02255  0.000
H20 0.52312 5.40070 2.96025  0.000
H21 -2.86828 2.78100 -0.21365  0.000
H22 -3.90188 3.31680 1.11025  0.000
H23 -2.87198 1.90240 1.32075  -0.003
H24 -2.13838 5.33540 -0.07205  0.000
H25 -1.33278 5.90670 1.38885  0.000
H26 -3.06008 5.56410 1.40645  0.000
H27 -1.73618 2.70850 3.32475  -0.001
H28 -2.98698 3.94160 3.23745  0.000
H29 -1.32258 4.42980 3.46105  0.000
N4 1.67012 -4.97250 -1.71565  0.015
C17 1.48212 -4.87670 -0.39575  -0.008
S1 -0.08408 -4.99080 0.21885  0.352
N5 2.50422 -4.75540 0.45675  0.010
C18 3.88122 -4.68070 0.18065  0.000
C19 4.47262 -5.43040 -0.83255  0.005
C20 5.82792 -5.29850 -1.08635  -0.002
C21 6.60612 -4.45320 -0.31445  0.005
C22 6.02732 -3.74670 0.72815  -0.001
C23 4.67222 -3.85960 0.98125  0.007
H30 0.86352 -5.00890 -2.31575  0.000
H31 2.57502 -4.80140 -2.12565  0.000
H32 2.23752 -4.51540 1.40705  0.003
H33 3.89832 -6.15550 -1.38695  -0.001
H34 6.27322 -5.86690 -1.88725  0.000
H35 7.66192 -4.35450 -0.51555  0.000
H36 6.63872 -3.10390 1.34595  0.000
H37 4.21292 -3.30820 1.78945  -0.003
C24 -5.34608 -0.97230 -0.52665  0.000
N6 -3.88378 -0.76480 -0.85415  0.003
C25 -3.53908 -1.63410 -2.05795  -0.001
N7 -3.86708 -2.98360 -1.80135  0.003
C26 -5.27178 -3.13400 -1.48315  -0.001
N8 -5.64008 -2.34270 -0.31785  0.004
C27 -5.05658 -2.88180 0.89565  0.007
P1 -3.17588 -2.87840 0.88825  0.047
C28 -3.02738 -1.10760 0.30185  -0.001
C29 -2.98618 -3.59320 -0.82955  0.001
H38 -5.93328 -0.59850 -1.37145  0.000
H39 -5.58308 -0.39600 0.37215  0.000
H40 -3.71258 0.21360 -1.09675  0.000
H41 -2.46218 -1.53540 -2.23645  0.000
H42 -4.12048 -1.26020 -2.90545  0.000
H43 -5.48938 -4.18230 -1.27835  0.000
H44 -5.87188 -2.80520 -2.33765  0.000
H45 -5.40148 -3.91100 1.01605  -0.001
H46 -5.41128 -2.30700 1.75625  0.001
H47 -1.97988 -0.95080 0.03125  0.011
H48 -3.26208 -0.43600 1.13135  -0.010
H49 -3.16308 -4.66900 -0.79345  -0.002
H50 -1.95168 -3.42520 -1.13745  0.005

Calculated values
* ΔE to the lowest compared entry with this formula, charge and spin: 144.7 kJ/mol
* charge: +1
* expectation value of S²: 0.7616
* multiplicity: 2


DFT (wB97M-V/def2-TZVPD) results for a structure of composition C29H50ClF3NO2SeSiV at a distorted geometry.

Last column: Mulliken spin population.
CARTESIAN COORDINATES (ANGSTROEM)
V1 -0.53989 -0.72025 -0.67447  1.233
C1 -3.06216 0.11780 2.08145  0.007
C2 -2.84418 1.44328 1.34390  0.003
C3 -4.10920 2.29647 1.54237  -0.004
C4 -1.72274 2.15556 2.12136  -0.008
Si1 -2.36268 1.13477 -0.52202  -0.115
C5 -1.61453 2.78363 -1.24319  -0.018
C6 -1.57245 2.76203 -2.78171  -0.002
C7 -0.13984 2.90209 -0.81733  0.001
C8 -2.31807 4.08759 -0.83815  -0.005
C9 -4.00249 0.71593 -1.52016  -0.007
C10 -3.68810 0.05786 -2.87285  0.008
C11 -4.92801 -0.27583 -0.79120  -0.001
C12 -4.87523 1.95173 -1.80420  -0.005
H1 -3.34327 0.33704 3.12083  0.000
H2 -2.14817 -0.47258 2.10389  0.006
H3 -3.85152 -0.50040 1.65418  -0.001
H4 -4.24593 2.46033 2.61997  0.000
H5 -5.01630 1.81371 1.18170  0.000
H6 -4.05010 3.27624 1.07065  0.001
H7 -2.00275 2.16965 3.18289  0.000
H8 -1.58554 3.19137 1.81680  0.000
H9 -0.76565 1.64254 2.03768  0.003
H10 -1.11984 1.85635 -3.18300  0.002
H11 -0.96031 3.60693 -3.12422  0.000
H12 -2.55365 2.87257 -3.23859  0.000
H13 0.47513 2.09732 -1.22727  0.006
H14 0.00902 2.90054 0.25962  -0.001
H15 0.27157 3.84036 -1.21515  -0.001
H16 -3.38388 4.10361 -1.05846  0.001
H17 -1.85729 4.91309 -1.39764  0.000
H18 -2.19678 4.32069 0.21865  0.000
H19 -3.17501 -0.89680 -2.75670  0.002
H20 -3.07546 0.67517 -3.52619  0.000
H21 -4.63565 -0.13666 -3.39305  0.000
H22 -4.45122 -1.22913 -0.58197  -0.003
H23 -5.78289 -0.48553 -1.44741  0.000
H24 -5.33093 0.10970 0.14410  0.001
H25 -4.40810 2.66595 -2.47763  0.000
H26 -5.16634 2.49340 -0.90412  0.001
H27 -5.80092 1.61297 -2.28895  0.000
C13 8.66904 -0.18954 0.87888  0.000
C14 7.20249 0.00547 0.60183  -0.001
C15 6.56206 1.17927 0.97225  0.000
C16 5.20470 1.37665 0.72548  -0.002
C17 4.58145 2.67439 1.16770  -0.001
C18 4.47930 0.35880 0.09373  0.004
Se1 2.66009 0.65676 -0.38642  -0.004
C19 5.09707 -0.84207 -0.27855  0.001
C20 4.34325 -1.99107 -0.89139  0.000
C21 6.45742 -0.98535 -0.02009  0.000
H28 9.13197 0.73440 1.22506  0.000
H29 9.20635 -0.51880 -0.01223  0.000
H30 8.82791 -0.94800 1.64827  0.000
H31 7.12919 1.96442 1.45996  0.000
H32 5.35405 3.37292 1.48794  0.000
H33 3.90291 2.51893 2.00938  0.000
H34 3.99006 3.13749 0.37899  0.000
H35 3.63574 -1.67947 -1.65823  -0.001
H36 3.75052 -2.50661 -0.13154  0.000
H37 5.04474 -2.70720 -1.31857  0.000
H38 6.94425 -1.91125 -0.30985  0.000
F1 2.31314 -4.31891 -2.54159  0.000
C22 1.19356 -4.36895 -1.77424  0.001
F2 0.17740 -3.98047 -2.55608  0.001
F3 0.97466 -5.65973 -1.47430  0.000
C23 1.41834 -3.49514 -0.52048  -0.003
O1 2.02410 -4.03431 0.39754  0.001
O2 1.03398 -2.29997 -0.61773  -0.004
Cl1 -0.24785 -0.55554 -2.77180  -0.032
C24 2.24039 -0.18285 2.39323  -0.005
C25 1.58153 0.05188 1.06698  0.061
N1 0.36119 -0.08838 0.80139  -0.093
H39 1.58324 -0.77171 3.03053  0.000
H40 2.44808 0.77554 2.87530  0.004
H41 3.18607 -0.70609 2.24906  0.001
C26 -0.94489 -3.19166 1.93789  0.001
C27 -1.53373 -3.47854 0.56365  0.003
C28 -2.77424 -4.36025 0.70588  -0.005
C29 -1.88118 -2.21788 -0.24280  -0.047
H42 -0.68677 -4.12447 2.44476  0.000
H43 -1.66909 -2.66114 2.56270  0.000
H44 -0.03944 -2.59088 1.86766  0.002
H45 -0.80565 -4.05647 -0.00263  -0.001
H46 -3.52668 -3.86141 1.32589  0.000
H47 -2.52841 -5.31417 1.17912  0.000
H48 -3.23237 -4.57308 -0.26288  0.000
H49 -2.78017 -1.77772 0.18105  0.003
H50 -2.12839 -2.50893 -1.27513  0.007

Calculated values
* ΔE to the lowest compared entry with this formula, charge and spin: 37.8 kJ/mol
* charge: -1
* expectation value of S²: 0.7907
* multiplicity: 2